Here is a gas-phase ion, C7H10N5 (charge +1) at a distorted geometry from OMol25. Energies are from ωB97M-V with the def2-TZVPD basis set.

Cartesian coordinates (Å):
C 2.811 0.906 0.515
C 2.781 -0.410 0.239
C 0.908 0.690 -0.303
C -1.257 -0.808 0.293
C 0.743 -1.744 -0.557
C -2.492 1.239 0.061
C -0.431 0.776 -0.811
N 1.681 1.535 0.258
N 1.538 -0.583 -0.357
N -0.443 -1.810 0.283
N -1.210 1.733 -0.229
N -2.328 -0.218 0.412
H 3.597 1.432 1.047
H 3.561 -1.161 0.260
H 0.335 -1.646 -1.641
H 1.317 -2.623 -0.507
H -2.938 1.740 0.971
H -3.291 1.290 -0.680
H -0.549 0.400 -1.770
H -0.563 -2.467 1.067
H -0.720 2.358 0.468
H -3.050 -0.629 0.979

Kohn-Sham gap   9.016 eV
E   -14862.43176 eV
Total charge   +1
Relative energy (zero: lowest compared OMol25 entry of this formula, charge and spin)   256.5 kJ/mol


Here is C5H3NO2 in the gas phase at a distorted geometry from OMol25. Energies are from ωB97M-V with the def2-TZVPD basis set.

Cartesian coordinates (Å):
C 2.348 -0.209 -0.082
C 0.912 -0.066 -0.141
C 0.328 1.173 -0.060
C -1.760 0.074 0.151
C -1.149 -1.121 0.044
H 1.000 2.091 -0.394
H -2.681 0.268 0.125
H -1.549 -2.204 0.249
N 3.466 0.003 0.225
O -1.008 1.256 0.032
O 0.092 -1.265 -0.148

Structure (SMILES)   N#CC1=COC=CO1
Kohn-Sham gap   8.411 eV
E   -10814.27923 eV
Total charge   0
Relative energy (zero: lowest compared OMol25 entry of this formula, charge and spin)   302.5 kJ/mol


Here is 2 unconnected molecules or ions with the total composition C4H11NO at a distorted geometry from OMol25. Energies are from ωB97M-V with the def2-TZVPD basis set.

Cartesian coordinates (Å):
C 0.006 1.490 0.160
C -0.698 0.906 1.366
O -0.609 1.407 2.469
N -1.180 -0.379 1.245
H -0.567 1.617 -0.758
H 0.879 0.875 -0.036
H -1.322 -0.899 2.094
H -1.449 -0.767 0.361
H 0.276 2.485 0.514
C 1.414 -1.134 -2.831
C 0.761 -1.792 -1.619
H 0.699 -0.881 -3.608
H 1.857 -0.173 -2.557
H 2.215 -1.718 -3.279
H 1.344 -1.494 -0.742
H 0.820 -2.879 -1.649
H -0.246 -1.452 -1.396

Structure (SMILES)   CC(N)=O.CC
Kohn-Sham gap   10.703 eV
E   -7864.21015 eV
Total charge   0
Relative energy (zero: lowest compared OMol25 entry of this formula, charge and spin)   33.1 kJ/mol


Here is C3H9N3O in the gas phase from OMol25. Energies are from ωB97M-V with the def2-TZVPD basis set.

Cartesian coordinates (Å):
C -0.770 -0.054 1.158
C 0.531 0.288 0.501
N -1.033 -1.248 1.447
N -0.654 -0.097 -1.579
N 0.627 1.720 0.279
C 0.558 -0.455 -0.866
O 0.637 -1.825 -0.694
H -1.438 0.799 1.323
H 1.357 -0.131 1.102
H -1.947 -1.413 1.862
H -0.044 -2.073 -0.041
H -0.617 -0.437 -2.531
H -0.751 0.912 -1.592
H 0.535 2.224 1.154
H 1.527 1.957 -0.122
H 1.484 -0.167 -1.403

Structure (SMILES)   [H]/N=C/[C@H](N)[C@H](N)O
Kohn-Sham gap   10.257 eV
E   -9774.33144 eV
Total charge   0
Relative energy (zero: lowest compared OMol25 entry of this formula, charge and spin)   116.5 kJ/mol


Here is 3 unconnected molecules or ions with the total composition C5H12N2O at a distorted geometry from OMol25. Energies are from ωB97M-V with the def2-TZVPD basis set.

Cartesian coordinates (Å):
O 1.855 -0.148 -1.546
C 1.019 0.661 -1.138
C 0.864 1.329 0.121
C -0.454 -2.062 -1.481
C -1.392 -1.653 -0.657
C -0.046 -0.148 2.224
N -1.387 -0.127 1.883
N -0.265 2.063 0.357
H 0.183 0.840 -1.840
H 1.662 1.338 0.854
H -0.538 -2.936 -2.108
H 0.236 -1.273 -1.635
H -1.119 -0.771 -0.093
H -2.198 -2.307 -0.324
H 0.377 0.720 2.740
H 0.512 -0.244 1.217
H 0.208 -1.025 2.836
H -1.939 0.506 2.441
H -1.086 1.510 0.661
H -0.391 2.909 -0.111

Kohn-Sham gap   5.755 eV
E   -10400.04233 eV
Total charge   0
Relative energy (zero: lowest compared OMol25 entry of this formula, charge and spin)   808.7 kJ/mol


The highest relative energy (zero: lowest compared OMol25 entry of this formula, charge and spin) belongs to which entry?
C5H12N2O